Density functional theory data (ωB97M-V/def2-TZVPD) for a 18-piece molecular cluster, H35O18 overall at a distorted geometry.

Values from the calculation:
- Multiplicity: 1
- LUMO: 0.0731 Ha
- HOMO energy: -6.957 eV
- Net charge: -1

Last column: Löwdin charge in e.
Positions of all 53 atoms, in Å:
1 O 0.623 -5.554 -0.303  -0.04
2 H 1.107 -2.378 1.789  0.04
3 H -0.306 -1.750 -1.434  -0.03
4 O -1.292 -1.086 4.699  -0.08
5 H -2.561 4.760 3.489  0.00
6 O 0.424 4.012 2.297  -0.07
7 H 0.635 1.368 0.156  0.01
8 H 0.865 4.757 2.733  0.05
9 O -4.713 3.139 -0.513  -0.05
10 H 1.886 0.238 3.645  0.03
11 H -5.524 3.081 -0.008  0.05
12 O 3.891 -4.920 -1.170  -0.08
13 H 3.506 -4.937 -0.287  0.02
14 H 0.011 -6.008 -0.885  0.04
15 O -3.893 -1.327 -0.401  -0.10
16 H 0.842 -1.704 0.389  0.01
17 H -4.149 -0.661 0.246  0.01
18 O 0.889 -1.515 1.420  -0.14
19 H -1.359 2.369 -0.377  0.03
20 H 0.699 4.203 1.390  -0.02
21 O 1.087 -2.363 -0.954  -0.33
22 H 1.020 3.131 -0.023  0.04
23 H -2.760 3.069 -0.774  0.00
24 O 3.601 -2.198 -1.087  -0.14
25 H 2.606 -2.483 -1.171  -0.01
26 H 3.584 -1.846 -0.195  0.02
27 O 2.631 1.767 -3.392  -0.06
28 H 2.858 2.678 -3.179  0.03
29 H -1.421 -0.140 4.573  0.02
30 O -1.848 2.887 -1.034  -0.06
31 H -0.071 1.240 -1.909  0.05
32 H 1.302 -3.260 -0.770  -0.04
33 O 0.217 1.021 0.958  -0.05
34 H 0.228 0.067 0.727  0.03
35 H -4.858 2.763 -1.390  0.06
36 O -1.865 4.141 3.408  -0.05
37 H -0.711 -1.283 3.946  0.01
38 H -2.916 -1.178 -0.277  0.02
39 O -1.252 -1.450 -1.567  -0.10
40 H 3.534 -4.114 -1.596  0.02
41 H 1.541 -5.773 -0.485  0.02
42 O 0.972 0.481 3.803  -0.07
43 H 2.415 1.414 -2.538  0.00
44 H 0.542 0.477 2.938  -0.01
45 O -0.209 -3.291 -3.360  -0.10
46 H -1.447 -1.571 -2.494  0.02
47 H 0.364 -3.046 -2.564  0.02
48 O 0.312 2.069 -2.208  -0.06
49 H -1.727 3.970 2.479  0.01
50 H -0.295 2.793 -2.347  0.03
51 O 0.888 4.056 -0.347  -0.06
52 H 0.660 3.875 -1.255  0.02
53 H -0.563 -3.989 -2.793  0.02